No. 1
A molecular structure, C15H13DyNO6S, computed with wB97M-V/def2-TZVPD.

Geometry as XYZ:
```
37
C15H13DyNO6S, DFT wB97M-V/def2-TZVPD
Dy 0.4199 0.2642 -0.5490
O 0.0505 -0.2119 5.6709
C 0.0938 -0.1550 4.3513
C -1.0590 -0.0257 3.5546
C -0.9068 0.0744 2.1859
N 0.3118 0.1008 1.6346
C 1.4188 -0.1158 2.3594
C 1.3552 -0.2518 3.7276
C 2.6551 -0.2639 1.4282
O 3.7715 -0.2660 1.8794
O 2.3206 -0.3607 0.1810
C -2.0110 0.0610 1.0739
O -3.1416 0.3827 1.3230
O -1.5342 -0.3360 -0.0560
H -0.8526 -0.1666 6.0196
H -2.0470 -0.0204 3.9883
H 2.2357 -0.4480 4.3185
C 5.6456 2.4072 1.4542
C 4.1912 2.5450 1.1991
C 3.6652 2.3735 -0.0832
C 2.3050 2.5133 -0.3215
C 1.4521 2.8174 0.7534
C 1.9606 2.9630 2.0386
C 3.3201 2.8315 2.2507
S -0.3156 3.0757 0.4049
C -0.1495 4.7926 -0.1850
O -0.4413 2.2518 -0.8620
H 6.2352 2.5910 0.5595
H 5.8296 1.3832 1.7843
H 5.9699 3.0809 2.2439
H 4.3321 2.1502 -0.9010
H 1.9250 2.5082 -1.3547
H 1.2976 3.1978 2.8577
H 3.7229 2.9552 3.2429
H 0.6503 4.8717 -0.9135
H 0.0645 5.4175 0.6767
H -1.0951 5.0933 -0.6225
```

Calculated values
Charge   +1
LUMO level (spin up / spin down)   -3.794 / -3.698 eV
2S+1   6
HOMO level (spin up / spin down)   -12.79 / -12.79 eV
HOMO-LUMO gap (spin up / spin down)   9.00 / 9.09 eV

Just the Mulliken charges please, in e? Sure, here they are: 1.669 -0.497 0.945 -0.466 -0.198 -0.326 0.016 -0.399 0.424 -0.588 -0.649 0.437 -0.571 -0.623 0.329 0.482 0.628 -1.560 0.645 -0.765 -0.540 0.693 -0.950 -0.576 0.599 -1.011 -0.576 0.396 0.288 0.413 0.448 0.709 0.551 0.457 0.324 0.408 0.436

=====

No. 2
2 unconnected molecules or ions with the total composition C15H13F5N5, computed with wB97M-V/def2-TZVPD.

Geometry as XYZ:
```
38
C15H13F5N5, DFT wB97M-V/def2-TZVPD
N -0.0395 -2.9445 -0.8067
C 0.2713 -1.6245 -0.8492
N -0.7950 -0.7101 -0.8121
C -0.0908 0.4889 -0.9205
C -0.9941 1.7753 -0.9155
F -0.4845 2.7961 -0.1390
F -1.2488 2.2259 -2.2055
C -2.3907 1.3695 -0.3016
C -2.4956 1.4861 1.1651
C -3.7331 1.1229 1.8383
C -4.8352 0.6250 0.9940
C -4.7193 0.5060 -0.4542
C -5.8690 -0.0567 -1.3579
F -5.8124 0.4205 -2.6337
F -5.6248 -1.4314 -1.4621
F -7.1001 0.0671 -0.7884
C -3.4880 0.8791 -1.1379
N 1.2674 0.3398 -0.9762
N 1.4788 -0.9872 -0.9324
H 0.0300 -3.5207 0.0267
H -0.4383 -3.3492 -1.6538
H -1.6113 1.8490 1.7429
H -3.8951 1.1597 2.9384
H -5.7998 0.3231 1.4769
H -3.3422 0.8112 -2.2447
H 1.9562 1.0986 -1.0297
H 2.3867 -1.4626 -0.9634
N 4.2428 0.6201 0.2416
C 5.3102 0.0092 -0.2933
C 6.1806 -0.7918 0.4270
C 5.9396 -0.9714 1.7802
C 4.8437 -0.3493 2.3585
C 4.0310 0.4289 1.5517
H 5.4600 0.1824 -1.3537
H 7.0255 -1.2620 -0.0581
H 6.5986 -1.5895 2.3780
H 4.6253 -0.4661 3.4116
H 3.1602 0.9329 1.9588
```

Calculated values
Charge   +1
LUMO level   -3.933 eV
HOMO level   -12.25 eV
HOMO-LUMO gap   8.31 eV

Just the Mulliken charges please, in e? Sure, here they are: -0.391 0.206 -0.251 -0.120 1.168 -0.252 -0.274 0.182 -0.423 -0.760 -0.511 -0.004 0.843 -0.235 -0.248 -0.237 -0.300 0.004 0.000 0.240 0.251 0.359 0.381 0.377 0.370 0.319 0.275 -0.398 -0.238 -0.439 -0.145 -0.497 -0.152 0.382 0.378 0.385 0.375 0.379

=====

No. 3
A molecular structure, C15H13InN6O5S2, computed with wB97M-V/def2-TZVPD.

Geometry as XYZ:
```
42
C15H13InN6O5S2, DFT wB97M-V/def2-TZVPD
In -1.2543 -0.4799 -1.5041
N 6.0856 1.4617 1.5758
C 5.1807 0.4654 1.2683
C 4.7462 -0.4290 2.2484
C 3.8358 -1.4246 1.9357
C 3.3549 -1.5452 0.6428
C 3.7861 -0.6656 -0.3412
C 4.6889 0.3346 -0.0338
S 2.1711 -2.7989 0.2149
O 2.1441 -3.7562 1.2926
O 2.5301 -3.2620 -1.0953
N 0.7765 -1.9870 0.0511
C 0.2810 -1.2794 1.0347
N 0.7505 -1.3054 2.3190
C 0.1761 -0.5385 3.2070
C -0.9074 0.3037 2.9345
C -1.3303 0.3040 1.6301
N -0.7629 -0.4462 0.6867
H 6.4442 1.5583 2.5047
H 6.3985 2.1022 0.8737
H 5.1261 -0.3384 3.2603
H 3.4851 -2.1196 2.6858
H 3.4143 -0.7837 -1.3513
H 5.0267 1.0177 -0.8051
H 0.5936 -0.5836 4.2113
H -1.3746 0.9184 3.6878
H -2.1614 0.9207 1.3073
O -2.7189 1.0888 -1.3207
N -3.8784 0.9680 -1.9742
C -4.9852 0.7452 -1.2308
C -6.2121 0.6050 -1.7998
C -6.2876 0.6909 -3.2067
C -5.1621 0.9198 -3.9352
C -3.8687 1.0817 -3.3421
S -2.4624 1.3593 -4.1890
H -4.7938 0.6859 -0.1701
H -7.0784 0.4283 -1.1812
H -7.2413 0.5804 -3.7071
H -5.1920 0.9990 -5.0122
O -1.0666 3.5980 -0.3650
N -1.0572 2.4628 -0.2390
O -1.2005 -1.8565 -2.7683
```

Calculated values
Charge   -1
LUMO level (spin up / spin down)   2.279 / 2.394 eV
2S+1   2
HOMO level (spin up / spin down)   -4.66 / -4.66 eV
HOMO-LUMO gap (spin up / spin down)   6.94 / 7.05 eV

Just the Mulliken charges please, in e? Sure, here they are: 0.935 -0.487 1.199 -0.707 -0.210 -0.319 -0.548 -0.751 1.333 -0.706 -0.749 -0.654 0.689 -0.427 -0.058 -1.019 0.247 -0.337 0.168 0.169 0.243 0.465 0.468 0.261 0.366 0.386 0.418 -0.578 0.141 0.017 -0.884 -0.027 -0.762 0.330 -0.396 0.426 0.373 0.357 0.363 -0.321 0.278 -0.691

=====

No. 4
A molecular structure, C15H13N7Zr, computed with wB97M-V/def2-TZVPD.

Geometry as XYZ:
```
36
C15H13N7Zr, DFT wB97M-V/def2-TZVPD
Zr -0.4555 -0.2495 0.3239
N -3.2201 0.0136 3.6169
C -2.2555 0.6846 3.0373
N -1.8026 -0.0491 1.9823
C -2.6187 -1.2044 2.0342
N -3.4618 -1.1625 3.0098
C -2.4984 -2.3085 1.0752
C -3.3148 -3.4331 1.1504
N -3.1938 -4.4229 0.2762
C -2.2841 -4.3360 -0.6779
C -1.4479 -3.2206 -0.7822
N -1.5449 -2.1959 0.0914
H -3.7745 0.2786 4.4357
H -1.8999 1.6526 3.3615
H -4.0700 -3.5285 1.9251
H -2.2051 -5.1593 -1.3809
H -0.7072 -3.1636 -1.5692
N 0.8811 -0.7396 -1.5390
C 1.8435 0.3571 -1.7985
C 2.7616 0.3480 -2.8337
C 3.6338 1.4308 -3.0025
C 3.5828 2.5060 -2.1427
C 2.6485 2.5296 -1.0785
C 2.5434 3.5898 -0.1693
C 1.5902 3.5394 0.8609
C 0.7675 2.4541 0.9724
N 0.8198 1.3756 0.1086
C 1.7682 1.4268 -0.9156
H 0.3432 -0.8901 -2.4035
H 1.4226 -1.6092 -1.4398
H 2.8162 -0.4906 -3.5210
H 4.3486 1.4144 -3.8156
H 4.2568 3.3454 -2.2711
H 3.1969 4.4530 -0.2568
H 1.5018 4.3543 1.5685
H 0.0284 2.4096 1.7672
```

Calculated values
Charge   +4
LUMO level   -16.915 eV
HOMO level   -22.22 eV
HOMO-LUMO gap   5.31 eV

Just the Mulliken charges please, in e? Sure, here they are: 2.702 0.174 -0.082 -0.484 0.196 -0.417 0.385 -0.271 -0.333 -0.414 -0.092 -0.320 0.274 0.546 0.504 0.409 0.448 -0.639 1.086 -0.592 -0.824 -0.937 0.620 -0.163 -0.888 0.226 -0.477 -0.300 0.485 0.485 0.523 0.467 0.498 0.560 0.459 0.184

=====

No. 5
A molecular structure, C15H14AuBN6S2, computed with wB97M-V/def2-TZVPD.

Geometry as XYZ:
```
39
C15H14AuBN6S2, DFT wB97M-V/def2-TZVPD
Au 0.0371 0.2304 0.0131
C 0.3341 0.1133 4.4371
C 1.0165 0.1739 3.2189
N 0.2829 -0.3716 2.2511
N -0.8755 -0.7709 2.8163
C -0.8668 -0.4967 4.1286
B -1.9512 -1.4763 1.9466
N -2.7957 -0.4448 1.1555
C -4.0222 0.0418 1.4001
C -4.3524 0.9118 0.3799
C -3.2383 0.8939 -0.4662
N -2.3111 0.0678 0.0077
N -1.2303 -2.4153 0.9267
C -1.3929 -3.7499 0.8441
C -0.5999 -4.2352 -0.1736
C 0.0396 -3.1017 -0.6829
N -0.3369 -2.0185 -0.0232
H 0.6696 0.4554 5.4014
H 1.9918 0.5755 2.9929
H -1.6999 -0.7711 4.7563
H -2.6770 -2.1216 2.6578
H -4.5826 -0.2770 2.2649
H -5.2662 1.4689 0.2602
H -3.0608 1.4307 -1.3850
H -2.0651 -4.2548 1.5185
H -0.4985 -5.2557 -0.4996
H 0.7511 -3.0242 -1.4899
S -0.4187 2.3546 0.9856
C 0.5599 3.4856 0.1081
C 0.5317 4.8384 0.4945
C 1.2702 5.7714 -0.1946
C 2.0629 5.3701 -1.2796
C 2.1000 4.0495 -1.6529
C 1.3510 3.0817 -0.9563
S 1.4801 1.4275 -1.4485
H -0.0896 5.1314 1.3330
H 1.2356 6.8119 0.1007
H 2.6484 6.1009 -1.8225
H 2.7135 3.7269 -2.4865
```

Calculated values
ΔE to the lowest compared entry with this formula, charge and spin   136.76 kJ/mol
LUMO level   -2.161 eV
HOMO level   -7.50 eV
HOMO-LUMO gap   5.34 eV

Just the Mulliken charges please, in e? Sure, here they are: 0.741 -0.806 -0.314 -0.656 0.598 -0.203 0.157 0.598 -0.212 -0.804 -0.317 -0.641 0.503 -0.153 -0.884 -0.391 -0.556 0.409 0.464 0.448 -0.125 0.446 0.407 0.457 0.428 0.390 0.444 -0.326 0.682 -0.742 -0.587 -0.557 -0.629 0.613 -0.345 0.375 0.354 0.356 0.375

=====

No. 6
A molecular structure, C15H14B2N7O5Ti, computed with wB97M-V/def2-TZVPD.

Geometry as XYZ:
```
44
C15H14B2N7O5Ti, DFT wB97M-V/def2-TZVPD
Ti 0.7981 0.4881 -0.7928
C 3.2476 -2.7255 -2.7043
C 2.7131 -1.4319 -2.6284
N 1.8522 -1.3543 -1.6253
N 1.8042 -2.5671 -1.0429
C 2.6350 -3.4116 -1.6731
B 0.8817 -2.7746 0.1697
N 1.3305 -1.8282 1.3068
C 1.7495 -2.1153 2.5473
C 2.0906 -0.9341 3.1782
C 1.8430 0.0544 2.2195
N 1.3858 -0.4971 1.1035
N -0.5503 -2.3870 -0.2573
C -1.6576 -3.1400 -0.2998
C -2.6958 -2.3631 -0.7745
C -2.1141 -1.1108 -0.9958
N -0.8231 -1.1348 -0.6801
H 3.9710 -3.1030 -3.4057
H 2.8983 -0.5499 -3.2202
H 2.7289 -4.4332 -1.3439
H 0.9119 -3.9176 0.5435
H 1.7769 -3.1366 2.8889
H 2.4636 -0.8074 4.1793
H 1.9721 1.1240 2.2604
H -1.6273 -4.1705 0.0131
H -3.7198 -2.6544 -0.9289
H -2.5570 -0.1936 -1.3484
O -0.9294 2.5958 1.0958
B -0.9176 1.8239 -0.0965
O -2.0998 2.1524 -0.8183
C -2.7559 3.1075 -0.1021
C -3.9348 3.7533 -0.3955
C -4.3895 4.6973 0.5286
C -3.6771 4.9666 1.6902
C -2.4811 4.3039 1.9763
C -2.0425 3.3760 1.0591
H -4.4751 3.5398 -1.3082
H -5.3109 5.2313 0.3323
H -4.0524 5.7073 2.3853
H -1.9144 4.5097 2.8745
O 1.3630 1.2434 -2.5253
N 1.3301 2.1490 -1.4782
O 1.1296 3.3753 -1.6445
O 2.2630 1.6732 -0.5044
```

Calculated values
Charge   -1
LUMO level   2.678 eV
HOMO level   -3.54 eV
HOMO-LUMO gap   6.22 eV

Just the Mulliken charges please, in e? Sure, here they are: 0.108 -1.143 -0.168 0.390 -0.304 -0.124 0.173 -0.135 -0.131 -1.175 -0.258 0.436 -0.027 -0.093 -1.190 -0.322 0.059 0.372 0.534 0.437 -0.141 0.429 0.378 0.523 0.430 0.380 0.588 -0.356 0.980 -0.485 0.631 -0.997 -0.462 -0.475 -1.042 0.862 0.466 0.353 0.355 0.460 -0.642 0.735 -0.793 -0.618

=====

Number 1: largest force on an atom 2.42 eV/Å, molar mass 497.837 g mol⁻¹, energy -64456.8244 eV. Number 2: largest force on an atom 5.60 eV/Å, molar mass 358.294 g mol⁻¹, energy -36795.7310 eV. Number 3: largest force on an atom 0.91 eV/Å, molar mass 536.258 g mol⁻¹, energy -61784.8504 eV. Number 4: largest force on an atom 0.94 eV/Å, molar mass 382.542 g mol⁻¹, energy -27432.1332 eV. Number 5: largest force on an atom 1.69 eV/Å, molar mass 550.232 g mol⁻¹, energy -50762.4679 eV. Number 6: largest force on an atom 0.33 eV/Å, molar mass 441.812 g mol⁻¹, energy -60922.0635 eV.